Here is a molecular structure, C38H49N4O4PRuS6 at a distorted geometry from the OMol25 dataset. Energies are from ωB97M-V with the def2-TZVPD basis set.

```
103
Properties=species:S:1:pos:R:3:forces:R:3
Ru 0.029763 0.345434 -0.075582 0.72 -0.83 1.25
S -0.852357 1.277796 7.247729 0.00 -0.02 -0.08
C -0.659628 1.022232 5.623681 0.01 0.01 0.05
S -1.953687 0.644949 4.550266 -0.06 0.01 -0.02
C -1.020949 0.555115 3.074365 -0.93 -0.14 -0.04
C 0.281204 0.765934 3.195973 0.94 0.10 0.23
S 1.375821 0.770984 1.855361 -0.31 0.14 -0.50
S 0.856809 1.100203 4.813202 0.01 0.02 -0.02
S -1.822003 0.194744 1.584584 0.27 -0.10 -0.53
C 4.618891 -6.515479 1.753251 -0.05 0.02 0.01
C 3.386354 -5.654678 1.645746 0.02 -0.03 0.00
C 2.144595 -6.225097 1.388881 -0.02 0.03 -0.01
C 0.996633 -5.442795 1.344893 0.07 0.03 0.04
C 1.096951 -4.077182 1.548863 0.04 -0.10 0.17
C 2.329335 -3.484937 1.798985 -0.03 -0.02 -0.04
C 3.462991 -4.276785 1.843541 0.01 0.01 0.00
S -0.348772 -3.044510 1.610099 0.19 -0.09 0.06
O -1.487002 -3.887699 1.321097 0.03 -0.05 -0.08
O -0.289646 -2.382398 2.880003 -0.09 0.12 0.07
N -0.083947 -1.965222 0.461793 0.11 -0.12 -0.40
C -0.023995 -2.328003 -0.837736 0.04 -0.10 0.06
C -0.134219 -3.605864 -1.433879 0.00 0.02 0.06
C 0.009132 -3.713531 -2.792490 0.02 0.02 -0.06
C 0.276677 -2.580879 -3.568861 0.03 -0.09 0.05
C 0.347239 -1.371847 -2.923603 0.14 0.10 0.11
N 0.164229 -1.241986 -1.608993 -1.07 0.42 -0.14
H 4.564101 -7.371653 1.079529 0.01 0.02 0.00
H 4.726027 -6.903002 2.769843 0.02 0.00 -0.02
H 5.519591 -5.947197 1.519678 -0.01 -0.01 -0.01
H 2.072754 -7.295370 1.226234 -0.01 0.01 0.01
H 0.021364 -5.881073 1.174790 0.01 0.00 -0.02
H 2.382946 -2.413389 1.960430 0.00 -0.03 -0.03
H 4.426324 -3.819102 2.040574 -0.02 -0.01 -0.02
H -0.351716 -4.466928 -0.823147 -0.01 0.01 0.00
H -0.075289 -4.686413 -3.262903 -0.01 0.01 0.01
H 0.429179 -2.642428 -4.636646 0.02 0.01 0.00
H 0.568203 -0.463884 -3.463180 0.05 -0.06 0.00
C 3.175458 4.198545 -1.272238 0.00 -0.06 0.04
N 3.170519 2.754799 -1.431961 0.14 -0.04 -0.01
C 4.238283 2.064805 -1.948999 -0.04 0.11 0.01
C 4.229748 0.732686 -2.049451 -0.01 -0.04 -0.01
C 3.068854 -0.038502 -1.586434 -0.14 -0.09 0.13
O 3.034927 -1.256756 -1.661060 0.08 -0.02 0.06
N 2.024689 0.708094 -1.067209 -0.46 0.39 0.13
C 2.068221 2.050155 -0.978122 0.03 -0.13 -0.06
O 1.111426 2.669497 -0.495203 0.16 0.45 -0.15
H 4.129509 4.583402 -1.628225 -0.01 0.00 -0.01
H 3.040466 4.464170 -0.224682 0.01 0.00 0.01
H 2.363763 4.652768 -1.839631 0.00 0.01 -0.03
H 5.076555 2.671628 -2.264974 0.01 0.02 -0.01
H 5.070681 0.190957 -2.453943 -0.01 -0.01 0.00
C -0.778604 3.726332 -4.979441 0.06 -0.01 0.01
C -0.774070 2.189037 -4.966788 -0.03 0.05 0.06
C -0.736163 1.640700 -3.533327 -0.15 0.17 -0.15
C -1.538866 2.541177 -2.594460 0.35 0.03 0.11
C -0.791283 3.891844 -2.453980 -0.16 -0.03 -0.20
C -0.053316 4.270768 -3.753316 -0.08 -0.04 0.02
P -1.794207 1.661719 -0.983045 0.27 -0.46 -0.05
C -3.296761 0.591857 -1.241177 -0.01 0.00 -0.18
C -4.388594 1.172389 -2.172755 0.08 -0.07 0.02
C -4.322760 0.547572 -3.564352 -0.06 -0.06 0.07
C -4.651736 -0.953182 -3.493515 0.03 0.02 0.04
C -4.175225 -1.579225 -2.170236 0.02 0.07 -0.05
C -2.942880 -0.853404 -1.643052 -0.13 0.04 0.05
C -2.468639 2.924760 0.180808 0.23 0.34 -0.05
C -3.491982 3.930979 -0.390874 0.06 0.05 0.08
C -3.566463 5.186136 0.494178 -0.04 -0.07 0.08
C -3.418377 4.813147 1.969476 0.10 0.01 -0.05
C -2.014111 4.234881 2.254122 -0.11 0.03 -0.09
C -1.379842 3.649228 0.988224 -0.11 -0.01 0.00
H -1.809703 4.094099 -4.968418 0.01 0.01 -0.02
H -0.320163 4.099493 -5.897639 -0.04 0.01 -0.02
H 0.085207 1.808949 -5.525674 0.00 0.00 0.00
H -1.671683 1.822758 -5.472844 0.03 -0.05 -0.03
H 0.289824 1.597146 -3.157001 0.00 -0.02 0.01
H -1.111816 0.619516 -3.521088 -0.07 0.03 0.01
H -2.524930 2.712730 -3.034286 0.00 0.01 0.01
H -0.070948 3.811947 -1.648617 0.01 0.09 0.08
H -1.493705 4.685727 -2.192929 0.00 -0.02 -0.04
H 0.966051 3.867876 -3.734153 -0.01 0.01 -0.01
H 0.036435 5.357282 -3.821297 0.06 0.00 0.04
H -3.697835 0.540122 -0.225438 -0.07 0.03 -0.02
H -4.322380 2.257159 -2.235290 -0.08 -0.01 0.01
H -5.370313 0.946234 -1.743404 0.00 0.05 0.01
H -3.322071 0.693288 -3.981750 -0.03 0.00 0.00
H -5.022508 1.052464 -4.234495 0.04 0.01 -0.04
H -4.180977 -1.467571 -4.335001 -0.02 -0.01 -0.01
H -5.730600 -1.095805 -3.598772 0.00 -0.01 -0.03
H -3.943638 -2.635336 -2.316939 -0.04 -0.01 0.04
H -4.967652 -1.530694 -1.416828 0.00 -0.01 -0.01
H -2.171087 -0.874067 -2.412157 0.01 0.00 -0.03
H -2.537287 -1.371450 -0.774125 0.06 -0.02 -0.01
H -2.984074 2.290818 0.899007 -0.05 0.00 0.02
H -4.478503 3.461673 -0.415867 0.00 -0.01 -0.01
H -3.251985 4.225179 -1.413967 -0.08 -0.03 0.00
H -4.517816 5.695808 0.323406 0.02 0.04 -0.03
H -2.774087 5.888873 0.218935 -0.01 0.00 -0.01
H -4.184028 4.071611 2.219749 0.00 0.03 0.01
H -3.604187 5.684239 2.600600 -0.04 -0.03 0.03
H -2.089025 3.448523 3.009119 0.03 0.02 0.03
H -1.362719 5.011775 2.661610 0.01 -0.02 0.01
H -0.577571 2.961582 1.249995 0.03 0.01 0.02
H -0.928564 4.441562 0.384948 0.03 -0.05 -0.01
```
Forces are in eV/Å.

As for the multiplicity: 2. As for the charge: -1. The value obtained for the orbital gap (alpha / beta) is 6.22 / 6.31 eV. For the relative energy (zero: lowest compared OMol25 entry of this formula, charge and spin), the calculation gives 23.5 kcal/mol. The total energy is -131239.0511 eV.

These are the Mulliken partial charges, in e, on atoms 1 to 8: -0.20, -0.31, 0.12, -0.16, -0.06, 0.58, -0.58, -0.17